This record from OMol25 describes a molecular structure, C34H38Cl4N5O9RbS3. The level of theory is the ωB97M-V functional and the def2-TZVPD basis.

## Properties
HOMO energy = -3.956 eV
E_LUMO = 2.8068 eV
total charge = -2

The geometry in XYZ format:
```
94
Properties=species:S:1:pos:R:3:forces:R:3:lowdin_charge:R:1
Rb -0.3694 -1.3140 1.0525 -0.21 0.09 -0.70 0.8585
Cl 1.9405 0.5153 -0.3951 0.17 0.20 0.01 0.5648
C 1.7283 0.7457 -2.1226 -0.22 -0.22 -0.26 -0.9685
Cl 0.0335 0.5177 -2.6358 0.13 0.10 0.07 0.5855
H 2.3099 -0.0021 -2.6493 0.06 0.02 0.07 0.0033
H 2.0268 1.7499 -2.4025 0.01 0.00 0.08 0.0237
Cl -3.8791 -0.5242 0.8425 0.00 0.07 0.00 0.5315
C -4.5264 -2.1587 1.0844 0.04 0.04 -0.02 -0.9832
Cl -6.0200 -2.1315 2.0523 -0.03 -0.01 0.03 0.4716
H -3.7519 -2.7388 1.5912 -0.05 -0.02 -0.03 -0.0147
H -4.7812 -2.5554 0.1091 0.03 -0.03 0.02 0.0251
S -1.6606 6.5833 1.4765 -0.12 0.03 0.27 0.9986
C -1.3539 4.8642 1.1346 0.10 -0.10 -0.14 -0.5254
C -1.0696 4.4562 -0.1616 0.05 0.02 -0.08 -0.0943
C -0.8774 3.1061 -0.4079 -0.07 0.02 0.06 -0.1609
N -0.9966 2.1656 0.5247 -0.02 0.07 0.02 0.0966
C -1.2870 2.5616 1.7634 0.11 -0.13 -0.04 -0.1019
C -1.4608 3.8954 2.1201 -0.01 0.06 0.06 -0.0542
C -0.0435 7.2672 1.7138 0.16 0.00 -0.09 -0.5149
C 1.0545 6.9652 0.9110 -0.16 -0.05 0.14 -0.0660
C 2.2363 7.6552 1.1142 0.03 0.00 0.01 -0.1513
N 2.3985 8.6162 2.0257 0.06 -0.07 -0.03 0.0501
C 1.3500 8.8837 2.7947 -0.10 0.02 0.05 -0.1729
C 0.1244 8.2412 2.6906 -0.04 0.06 -0.05 -0.1072
H -1.0093 5.1743 -0.9690 0.01 0.01 0.00 0.1040
H -0.6359 2.7627 -1.4047 0.00 -0.03 -0.06 0.0537
H -1.3471 1.7653 2.4971 -0.05 0.06 0.12 0.0894
H -1.6739 4.1530 3.1486 0.01 0.05 -0.02 0.1065
H 0.9898 6.2098 0.1421 0.02 -0.05 -0.02 0.0975
H 3.0983 7.4261 0.4969 0.01 0.03 0.02 0.1051
H 1.4871 9.6494 3.5524 0.02 -0.01 -0.03 0.1032
H -0.6832 8.5036 3.3612 -0.02 -0.03 -0.01 0.0991
C -2.0854 -2.3844 -3.3080 0.21 -0.31 -0.04 -0.0719
C -3.2002 -1.4084 -3.5711 -0.16 0.01 0.04 -0.2912
O -3.0613 -0.2741 -2.7400 0.10 0.08 -0.11 -0.1996
C -4.0371 0.7063 -3.0061 -0.13 -0.10 0.00 -0.3012
C -3.7146 1.9405 -2.2019 0.00 0.09 0.05 -0.0744
H -2.2182 -3.2643 -3.9420 0.03 0.03 -0.03 0.0846
H -2.0493 -2.7387 -2.2772 -0.17 0.14 0.07 0.0810
H -1.1109 -1.9526 -3.5283 -0.03 0.05 -0.04 0.0350
H -4.1806 -1.8760 -3.3913 0.02 0.01 0.01 0.1190
H -3.1847 -1.0890 -4.6242 0.00 -0.02 0.01 0.1175
H -5.0350 0.3210 -2.7465 0.02 -0.01 0.02 0.1193
H -4.0531 0.9355 -4.0829 0.03 0.01 0.02 0.1163
H -3.6563 1.6968 -1.1416 0.01 0.00 0.00 0.0489
H -4.4737 2.7129 -2.3419 -0.03 -0.05 -0.02 0.0765
H -2.7545 2.3466 -2.5146 0.08 0.02 0.01 0.0583
C -1.3500 -3.9491 3.9453 0.07 -0.06 0.01 -0.0112
C -1.0543 -3.8716 2.4509 0.03 -0.02 -0.40 -0.8094
O 0.0682 -4.2179 2.0338 0.04 -0.02 0.25 -0.0727
O -1.9484 -3.3670 1.7026 -0.44 -0.20 0.26 -0.2446
H -0.9470 -4.8682 4.3709 0.01 0.00 -0.02 0.0677
H -2.4178 -3.8702 4.1443 0.00 -0.02 -0.03 0.0658
H -0.8422 -3.1115 4.4308 0.00 0.00 -0.02 0.0726
C 2.1915 5.8272 4.8097 0.01 0.16 0.11 -0.0513
C 1.8810 4.3847 4.5369 -0.03 -0.13 -0.02 -0.2836
C 0.7941 3.7594 5.1392 0.03 0.04 0.01 -0.0579
C 0.5151 2.4230 4.8976 -0.10 0.03 0.10 -0.0653
C 1.3173 1.6869 4.0414 0.06 -0.06 0.19 -0.2599
C 2.4002 2.2961 3.4246 -0.02 0.00 -0.01 -0.0437
C 2.6759 3.6324 3.6749 0.00 0.05 -0.02 -0.0416
S 0.9313 -0.0344 3.7439 -0.05 0.21 -0.58 0.3911
O 1.3495 -0.7946 4.8966 0.03 0.19 0.09 -0.3093
O -0.5204 -0.0132 3.5183 0.05 -0.07 0.32 -0.4589
O 1.6499 -0.3344 2.5011 0.32 0.06 0.50 -0.5251
H 1.4537 6.2725 5.4814 0.03 -0.05 -0.03 0.0737
H 2.1984 6.4145 3.8935 0.01 0.04 -0.12 0.0508
H 3.1743 5.9457 5.2722 0.00 -0.04 0.00 0.0806
H 0.1585 4.3294 5.8092 0.00 -0.01 0.00 0.1050
H -0.3387 1.9509 5.3686 0.02 -0.05 -0.03 0.1194
H 3.0088 1.7169 2.7428 -0.01 -0.01 0.01 0.1077
H 3.5240 4.1022 3.1869 0.00 0.01 0.00 0.1103
O 2.9362 -9.1324 -7.3587 0.02 0.14 -0.01 -0.3829
S 3.4212 -7.8670 -6.8345 -0.21 -0.07 -0.13 0.3869
O 2.8480 -6.6846 -7.4521 0.01 -0.09 -0.01 -0.3814
O 4.8612 -7.8063 -6.6406 0.02 0.00 0.15 -0.3762
C 2.7624 -7.8295 -5.1257 0.19 0.12 -0.01 -0.3473
N 2.6757 -8.9864 -4.4743 0.01 -0.13 -0.02 0.1109
C 2.2350 -8.9242 -3.2264 -0.06 0.04 0.08 -0.1322
C 1.8773 -7.7399 -2.6056 0.05 0.04 -0.10 -0.0034
C 2.0144 -6.5843 -3.3676 -0.05 -0.10 0.05 -0.2157
N 2.4594 -6.6386 -4.6208 -0.02 0.01 0.02 0.1602
C 1.6820 -5.2310 -2.8390 0.01 0.02 0.01 -0.1391
C 2.0109 -4.1050 -3.5904 -0.02 0.08 0.04 0.0009
C 1.7082 -2.8550 -3.0815 0.03 -0.06 -0.06 -0.1548
N 1.1092 -2.6456 -1.9095 -0.06 0.04 0.12 0.0565
C 0.7844 -3.7260 -1.2007 -0.06 -0.16 -0.03 -0.1348
C 1.0504 -5.0245 -1.6177 0.04 0.10 -0.06 0.0118
H 2.1608 -9.8667 -2.6907 0.02 -0.01 -0.01 0.1017
H 1.5288 -7.7265 -1.5838 0.00 0.00 0.00 0.0978
H 2.4881 -4.2186 -4.5537 0.00 -0.05 0.00 0.1139
H 1.9551 -1.9702 -3.6635 -0.02 -0.01 0.01 0.0914
H 0.2757 -3.5979 -0.2493 0.12 -0.06 -0.01 0.0454
H 0.7468 -5.8307 -0.9647 0.02 -0.04 -0.04 0.1097
```
Positions in Å, forces in eV/Å.

---

This record from OMol25 describes 21 unconnected molecules or ions with the total composition C34H38Cl60F2O3 in a non-equilibrium geometry. The level of theory is the ωB97M-V functional and the def2-TZVPD basis.

## Properties
HOMO energy = -7.983 eV
E_LUMO = -1.1450 eV
total charge = 0

The geometry in XYZ format:
```
137
Properties=species:S:1:pos:R:3:forces:R:3:lowdin_charge:R:1
C 0.8176 1.3750 3.4358 4.49 -1.51 -9.48 -0.2083
C 1.3836 1.3331 2.1251 -4.21 -1.68 8.39 -0.0465
C 1.8166 0.6588 0.6561 -0.72 0.97 0.45 -0.1857
C 0.5066 -0.0579 -0.0981 -0.40 1.15 0.91 -0.2173
C -0.0853 -1.3035 0.7763 -0.49 0.60 0.61 -0.0813
C 0.1975 -2.7991 0.1968 1.08 -0.06 0.05 -0.1615
F 1.1755 -3.3579 1.2041 -2.19 0.45 -1.95 -0.0788
C 0.9934 -3.0542 -1.2028 0.18 -2.68 0.74 -0.1362
C 2.4897 -2.4493 -1.4607 0.67 0.49 -1.24 -0.1434
F 2.5112 -1.9776 -2.8961 -0.13 -0.75 2.68 -0.1333
C 3.7182 -3.5259 -1.3251 0.52 0.37 -0.66 -0.1728
C 3.6426 -4.7955 -2.3710 -0.95 -0.92 1.18 -0.1442
O -0.0223 -2.9850 -2.3016 -1.49 -1.91 1.30 -0.0356
C -1.0947 -3.9218 -1.8267 -1.34 -3.16 -2.19 -0.1502
O -1.8495 -4.7683 -2.5463 5.24 6.31 4.37 -0.0224
C -1.1291 -3.7530 -0.1628 -2.34 -2.13 -1.34 -0.2436
O -2.4763 -3.1415 0.0061 2.30 1.13 -1.59 -0.0664
C -1.3132 -5.1687 0.6485 1.71 -1.10 0.27 -0.0401
C -0.2383 -6.1782 0.9086 -0.91 1.57 -0.06 -0.0056
H 0.3344 1.2930 4.5246 2.02 0.44 -3.42 -0.0762
H 2.1355 1.5631 -0.0240 -0.31 -1.90 1.39 0.0971
H 2.7008 -0.1042 0.8398 -1.83 1.74 -0.27 0.1136
H 0.7319 -0.2838 -1.2231 -0.26 0.15 2.41 0.0327
H -0.3266 0.7976 -0.1030 1.81 -1.90 -0.05 0.1287
H -1.2382 -1.0608 0.9705 2.49 -1.05 -0.61 0.1374
H 0.4050 -1.2641 1.8645 -1.02 -0.21 -2.48 0.1270
H 1.1886 -4.2317 -1.1680 -0.08 2.38 0.34 0.1654
H 2.7749 -1.5118 -0.8216 -0.94 -1.78 -1.23 0.1352
H 3.7968 -3.8926 -0.2069 -0.25 0.84 -2.27 0.1273
H 4.7151 -2.9338 -1.6097 -2.31 -1.02 0.88 0.1302
H 2.7589 -4.6620 -3.1430 2.10 -0.17 1.37 0.0607
H 4.6748 -5.0593 -2.8736 -2.24 0.88 0.89 0.0852
H 3.3529 -5.7450 -1.7111 0.58 1.90 -1.56 0.0653
H -2.5098 -2.4442 -0.7323 -0.26 -1.24 1.73 0.1338
H -2.3937 -5.4521 1.0648 2.61 1.93 0.28 0.1367
H 0.2792 -6.1064 1.9809 -2.27 -1.55 -1.78 0.0920
H 0.1587 -6.9647 0.1334 0.36 2.74 0.95 0.0646
C -2.2714 3.2962 5.4051 -0.14 0.32 0.05 -1.4833
Cl -0.9139 2.9571 4.3179 -1.75 0.91 0.67 0.5621
Cl -1.9474 4.7455 6.3715 -0.19 -0.07 -0.10 0.4856
Cl -3.7734 3.4852 4.4845 0.58 -0.10 0.36 0.4944
H -2.3884 2.4482 6.0847 0.04 0.27 -0.20 0.0094
C 2.9593 -4.5709 -6.7210 -0.06 0.15 -0.19 -1.5015
Cl 3.4574 -3.0958 -5.8751 -0.12 -0.18 -0.05 0.5437
Cl 3.5745 -4.5730 -8.3826 0.14 0.03 0.58 0.4631
Cl 3.5193 -6.0077 -5.8484 -0.09 0.03 -0.06 0.5286
H 1.8672 -4.5945 -6.7581 0.36 0.00 0.03 0.0273
C -6.0932 4.1016 1.2893 0.00 0.06 -0.06 -1.5209
Cl -6.2276 3.4999 2.9505 -0.49 0.11 -0.46 0.4817
Cl -4.4323 3.9279 0.6972 -0.20 0.07 0.10 0.5148
Cl -7.2253 3.2495 0.2256 0.11 0.14 0.13 0.5198
H -6.3506 5.1639 1.2860 0.09 -0.38 0.01 0.0201
C 1.0670 -8.5468 -3.6391 -0.04 0.09 -0.11 -1.5364
Cl 0.0208 -9.9751 -3.5681 0.14 0.17 -0.05 0.5217
Cl 0.1291 -7.0733 -3.3411 0.11 -0.16 -0.06 0.5395
Cl 2.3922 -8.6876 -2.4715 -0.08 0.01 -0.13 0.5114
H 1.4969 -8.4844 -4.6421 -0.13 -0.02 0.34 0.0054
C 3.3213 -7.6860 -11.3216 -0.05 -0.09 -0.03 -1.5204
Cl 2.4538 -7.6735 -9.7766 0.31 0.10 -0.01 0.4670
Cl 2.2779 -7.0944 -12.6257 0.25 -0.35 -0.07 0.4972
Cl 4.7968 -6.7110 -11.2144 -0.20 -0.18 0.00 0.5079
H 3.6054 -8.7167 -11.5486 -0.11 0.35 0.09 0.0155
C -5.3819 -5.1889 -2.3376 0.15 0.02 -0.03 -1.5427
Cl -6.3553 -5.8343 -3.6702 0.13 0.08 0.12 0.5156
Cl -6.2641 -3.9104 -1.4852 0.12 -0.09 -0.09 0.5124
Cl -4.9254 -6.4832 -1.2170 -0.01 0.18 -0.14 0.5143
H -4.4689 -4.7574 -2.7556 -0.25 -0.19 0.18 -0.0044
C 0.7486 -3.2095 -11.3145 0.05 -0.07 -0.03 -1.5132
Cl 1.3482 -4.7319 -10.6344 -0.44 0.50 -0.21 0.4612
Cl -1.0186 -3.2371 -11.4389 0.19 0.01 -0.03 0.5221
Cl 1.2818 -1.8359 -10.3305 -0.02 -0.10 -0.13 0.5156
H 1.1628 -3.0945 -12.3194 -0.15 -0.03 0.35 0.0226
C 1.5985 5.6564 2.1296 0.11 -0.05 -0.02 -1.5446
Cl 1.4641 5.0547 3.7908 0.16 0.35 -0.23 0.5054
Cl 3.2594 5.4827 1.5375 -0.18 0.03 0.09 0.5049
Cl 0.4664 4.8044 1.0658 0.05 0.11 0.07 0.5113
H 1.3410 6.7187 2.1263 0.15 -0.61 -0.13 -0.0984
C 1.3340 0.6086 -4.6541 0.16 -0.14 -0.08 -1.5167
Cl -0.0731 0.9937 -5.6598 0.07 -0.07 0.10 0.5302
Cl 2.8231 1.1883 -5.4195 -0.19 -0.12 0.11 0.5273
Cl 1.1528 1.3082 -3.0365 0.05 0.08 -0.40 0.5769
H 1.3987 -0.4779 -4.5541 -0.01 0.34 0.03 -0.0018
C -2.8919 6.6636 10.1803 0.05 -0.03 -0.07 -1.5536
Cl -2.1350 7.2155 8.6763 -0.10 0.05 0.20 0.5020
Cl -3.6244 5.0656 9.9581 0.04 0.22 0.06 0.5109
Cl -1.7063 6.6270 11.4964 -0.12 0.05 -0.04 0.5050
H -3.6817 7.3702 10.4478 0.53 -0.34 -0.18 -0.0995
C -6.4125 9.3577 9.8817 -0.05 0.17 -0.08 -1.4949
Cl -5.9144 10.8328 10.7277 -0.11 -0.22 -0.08 0.5247
Cl -5.7974 9.3556 8.2201 -0.10 -0.03 0.21 0.5312
Cl -5.8525 7.9210 10.7543 -0.65 0.14 -0.19 0.5466
H -7.5047 9.3342 9.8446 0.39 -0.03 0.04 0.0226
C -5.6880 9.2195 14.9727 0.06 -0.03 0.05 -1.5272
Cl -7.3688 8.8654 14.5378 0.18 0.01 0.06 0.5130
Cl -4.5888 8.6957 13.6856 -0.01 0.09 0.41 0.4894
Cl -5.4816 10.9481 15.3020 -0.02 -0.22 -0.01 0.5177
H -5.4432 8.6642 15.8818 -0.10 0.20 -0.33 0.0189
C 3.6608 7.9714 -2.0079 0.03 -0.11 -0.07 -1.5177
Cl 2.6146 6.5430 -1.9368 0.12 0.20 -0.07 0.5086
Cl 2.7230 9.4448 -1.7099 0.31 -0.16 -0.34 0.4877
Cl 4.9860 7.8305 -0.8403 -0.13 0.05 -0.18 0.5127
H 4.0907 8.0337 -3.0108 -0.16 -0.01 0.36 0.0186
C 1.0702 3.0713 8.9838 -0.06 0.19 -0.05 -1.4775
Cl 0.0968 2.4260 7.6512 0.30 0.46 0.15 0.5048
Cl 0.1880 4.3499 9.8361 0.16 -0.22 -0.15 0.5181
Cl 1.5267 1.7771 10.1043 0.09 0.22 0.04 0.5227
H 1.9832 3.5029 8.5657 -0.31 -0.20 0.13 0.0283
C -1.7436 0.3439 11.9453 0.06 0.08 0.01 -1.5435
Cl -2.7170 -0.3015 10.6127 0.16 0.09 0.08 0.5064
Cl -2.6258 1.6224 12.7976 0.15 -0.12 -0.14 0.5149
Cl -1.2871 -0.9504 13.0658 0.00 0.15 -0.15 0.5166
H -0.8306 0.7754 11.5272 -0.31 -0.13 0.13 -0.0283
C -0.6244 3.1118 -9.2152 0.02 -0.04 0.05 -1.5428
Cl -2.3053 2.7577 -9.6501 0.20 0.01 0.09 0.5119
Cl 0.4748 2.5880 -10.5023 -0.11 0.02 0.19 0.5094
Cl -0.4180 4.8404 -8.8858 -0.01 -0.22 0.01 0.5127
H -0.3797 2.5565 -8.3061 -0.06 0.19 -0.31 -0.0184
C -0.8395 -9.9660 -10.2421 -0.07 0.02 -0.01 -1.5214
Cl 0.6997 -10.0280 -11.1176 -0.40 -0.36 -0.12 0.5016
Cl -0.5902 -10.3044 -8.5208 -0.04 0.01 -0.19 0.5154
Cl -1.6160 -8.3884 -10.4599 0.11 -0.21 0.00 0.5213
H -1.5000 -10.7344 -10.6519 0.25 0.27 0.15 0.0187
C 7.5795 -3.7913 -11.0929 0.00 -0.03 -0.02 -1.5373
Cl 8.2998 -2.4555 -12.0076 -0.08 -0.20 0.07 0.5198
Cl 8.4220 -4.0145 -9.5503 -0.11 -0.03 -0.20 0.5204
Cl 5.8529 -3.5002 -10.8224 0.25 0.05 -0.07 0.4841
H 7.6865 -4.7074 -11.6794 -0.03 0.32 0.20 0.0142
C 0.1983 10.1028 2.2855 -0.13 0.21 -0.14 -1.5025
Cl 0.6964 11.5779 3.1314 -0.11 -0.21 -0.08 0.5275
Cl 0.8134 10.1007 0.6238 -0.25 -0.07 0.49 0.4980
Cl 0.7583 8.6660 3.1580 -0.19 0.42 0.16 0.5852
H -0.8938 10.0793 2.2484 0.39 -0.02 0.05 0.0218
C 1.4481 -1.2308 6.8794 -0.10 -0.26 0.17 -1.4795
Cl 0.9028 -0.7177 5.2734 0.23 -0.71 0.63 0.5986
Cl 3.1086 -0.6882 7.1753 -0.19 -0.07 -0.05 0.5312
Cl 0.3589 -0.6132 8.1329 0.08 -0.81 -0.20 0.4754
H 1.4311 -2.3231 6.9160 0.04 0.38 -0.01 0.0204
```
Positions in Å, forces in eV/Å.

---

> The lowest total charge belongs to which entry?

C34H38Cl4N5O9RbS3

---

> Among the records above, which one has the lowest E_LUMO?

C34H38Cl60F2O3

---

> Which of these has the lowest total charge?

C34H38Cl4N5O9RbS3